One molecule with the formula C2H3NOS2 in a non-equilibrium geometry, computed with ωB97M-V with the def2-TZVPD basis set.

Structure (XYZ):
```
9
Properties=species:S:1:pos:R:3
O -0.8399 1.4296 -0.2869
N -0.0321 0.3104 -0.0001
C 1.3852 0.4172 -0.0178
S 2.3132 -0.9694 -0.1950
C -0.7088 -0.8515 -0.0298
S -2.2285 -1.0710 -0.1451
H -1.6911 1.0168 0.1362
H 1.8240 1.3373 0.2958
H -0.0221 -1.6195 0.2428
```

Output
* molar mass: 121.19 g/mol
* electronic energy: -1004.2737 hartree
* E_LUMO: -1.3102 eV
* E_HOMO: -9.21 eV


C25H35BF2MoN4Si as an isolated structure, computed with ωB97M-V with the def2-TZVPD basis set.

Structure (XYZ):
```
69
Properties=species:S:1:pos:R:3
Mo 0.1807 0.1314 -0.2996
C 1.5876 2.4264 1.8902
C 2.8451 2.0210 1.1141
C 2.6114 0.9699 0.0279
N 1.9820 -0.2470 0.4662
C 2.4015 -1.2372 1.2165
C 3.7677 -1.3410 1.6247
C 4.3787 -2.2708 2.4006
C 3.8248 -3.4049 3.0593
C 2.5331 -3.8139 3.0578
C 1.4211 -3.2326 2.3844
C 1.3472 -2.1632 1.5576
N 0.0301 -1.8153 0.9820
C -0.5542 -2.9617 0.1904
C -1.9955 -2.7937 -0.2744
C -2.2158 -1.6173 -1.2115
N -1.8356 -0.3289 -0.6445
C -2.7312 0.6052 -0.3127
C -4.1210 0.3450 -0.2345
C -5.1809 1.1629 0.0544
C -5.1993 2.5187 0.4056
C -4.1135 3.3335 0.5763
C -2.7552 3.0336 0.4056
C -2.1170 1.8874 -0.0196
N -0.7360 1.8356 -0.1502
C 0.0571 3.0821 -0.1302
C 0.6553 3.4472 1.2290
H 1.9096 2.8702 2.8334
H 1.0274 1.5329 2.1723
H 3.5843 1.6327 1.8182
H 3.3057 2.8919 0.6417
H 3.4982 0.7721 -0.5824
H 1.9061 1.3945 -0.7374
H 4.3999 -0.5511 1.2364
H 5.4419 -2.1265 2.5507
H 4.5240 -3.9981 3.6353
H 2.2958 -4.6961 3.6384
H 0.4858 -3.7495 2.5725
H -0.5026 -3.8654 0.7955
H 0.1044 -3.1014 -0.6695
H -2.6781 -2.7639 0.5710
H -2.2290 -3.7065 -0.8273
H -3.2425 -1.6226 -1.5725
H -1.5886 -1.7751 -2.0892
H -4.4026 -0.6813 -0.4213
H -6.1505 0.6796 0.0288
H -6.1742 2.9531 0.5867
H -4.3180 4.3496 0.8901
H -2.1062 3.8669 0.6384
H -0.5567 3.9076 -0.4921
H 0.8435 2.9978 -0.8809
H -0.1545 3.6557 1.9328
H 1.1956 4.3878 1.0941
F -0.1463 -0.3064 2.8280
B -0.7862 -1.1113 1.9906
F -2.0775 -1.2780 2.1546
C -1.1967 0.3220 -3.7857
Si 0.3470 -0.1356 -2.8210
C 0.9567 -1.8829 -3.1879
C 1.6976 1.0580 -3.3910
H -0.9545 0.3040 -4.8512
H -1.5101 1.3399 -3.5437
H -2.0512 -0.3369 -3.6360
H 1.3240 -1.8915 -4.2178
H 0.1785 -2.6442 -3.1193
H 1.7910 -2.1874 -2.5510
H 1.7726 1.0354 -4.4808
H 2.6831 0.7926 -3.0015
H 1.4850 2.0948 -3.1154
```

Output
* molar mass: 564.42 g/mol
* electronic energy: -1774.5190 hartree
* charge: +2
* E_LUMO: -6.8574 eV
* E_HOMO: -13.30 eV


A 2-piece molecular cluster, C4H9ClS2 overall in a non-equilibrium geometry, computed with ωB97M-V with the def2-TZVPD basis set.

Structure (XYZ):
```
16
Properties=species:S:1:pos:R:3
C -0.5053 0.1221 1.6918
C -0.3290 -1.0077 0.6665
C -0.8012 1.0094 -1.2375
C 0.5493 -0.4778 -0.5320
S 0.8573 -1.7039 -1.8011
S 2.1381 0.2269 -0.0932
Cl -2.4393 0.6882 -1.2060
H 0.3470 0.7701 1.6499
H -1.4063 0.7798 1.4431
H -0.5433 -0.2494 2.7250
H 0.2837 -1.8501 1.1042
H -1.3264 -1.2631 0.4977
H -0.4977 1.8221 -0.5734
H -0.3680 1.0705 -2.2407
H 2.1728 -1.4636 -1.9681
H 1.8682 1.5266 -0.1264
```

Output
* molar mass: 156.70 g/mol
* electronic energy: -1414.2780 hartree
* E_LUMO: 0.5727 eV
* E_HOMO: -8.49 eV


C8H22LiN3O5 as an isolated structure in a non-equilibrium geometry, computed with ωB97M-V with the def2-TZVPD basis set.

Structure (XYZ):
```
39
Properties=species:S:1:pos:R:3
Li -0.2226 0.1765 0.4733
N -0.9816 3.1694 2.0485
O -1.8154 4.0992 1.8766
O -0.8867 2.2625 1.1565
O -0.3255 3.0637 3.1100
C 3.2493 0.2667 -0.6899
C 2.2908 1.3576 -0.1209
C 1.2773 1.8889 -1.1210
O 0.2490 0.9449 -1.3347
C -0.3722 1.0128 -2.5806
N 1.6312 0.7689 1.0459
H 4.0406 0.7444 -1.2689
H 2.6825 -0.4068 -1.3328
H 3.7285 -0.2603 0.1304
H 2.9999 2.1644 0.1080
H 1.8456 2.1744 -2.0193
H 0.8072 2.8407 -0.8466
H 0.2533 0.7817 -3.4485
H -0.8002 2.0130 -2.7294
H -1.2458 0.3659 -2.6868
H 2.2803 0.2443 1.6142
H 1.2312 1.4839 1.6617
C -3.1342 -1.0534 0.3301
C -2.0536 -1.7095 1.1866
C -0.9709 -2.5179 0.4914
O -0.2368 -1.7319 -0.4271
C 0.6683 -2.5297 -1.1659
N -1.3721 -0.5934 1.9540
H -3.9101 -0.6732 0.9896
H -3.5524 -1.8019 -0.3505
H -2.7490 -0.2486 -0.2966
H -2.5933 -2.3349 1.9066
H -1.4385 -3.3735 -0.0101
H -0.3340 -2.9640 1.2661
H 1.0871 -2.0068 -2.0216
H 0.1208 -3.3853 -1.5764
H 1.4679 -2.8916 -0.5152
H -2.0906 -0.2037 2.5617
H -0.8253 -1.1375 2.6315
```

Output
* molar mass: 247.22 g/mol
* electronic energy: -865.9336 hartree
* E_LUMO: 0.0572 eV
* E_HOMO: -7.80 eV


C6H8O2 as an isolated structure in a non-equilibrium geometry, computed with ωB97M-V with the def2-TZVPD basis set.

Structure (XYZ):
```
16
Properties=species:S:1:pos:R:3
C -0.5651 0.0030 -0.2467
C 0.6100 -0.2233 1.4301
C -0.5059 0.8022 1.1825
C 1.1293 1.0240 -1.7667
C 0.4790 0.0453 -1.3950
C -0.3888 -1.0875 0.7364
H -2.2956 -1.0258 -0.3657
H 1.5369 -0.0816 1.0566
H 0.8069 -0.4310 2.5389
H -0.7928 1.8811 1.1626
H 0.9819 2.0034 -1.1837
H 1.6289 0.9634 -2.9253
H 0.8784 -1.0049 -1.8963
H -0.4448 -2.2737 0.9344
O -1.6470 -0.3094 -0.9199
O -1.4114 -0.2854 1.6577
```

Output
* molar mass: 112.13 g/mol
* electronic energy: -383.6263 hartree
* E_LUMO: 0.9136 eV
* E_HOMO: -9.39 eV


C39H50AuBN6P2S2Si2 as an isolated structure, computed with ωB97M-V with the def2-TZVPD basis set.

Structure (XYZ):
```
103
Properties=species:S:1:pos:R:3
Au -0.9040 1.2542 -0.8652
C 4.3913 1.1439 -3.1733
Si 3.9805 -0.2885 -2.0322
C 3.2965 -1.6996 -3.0528
C 5.6273 -0.8380 -1.3062
N 2.8538 0.2408 -0.8651
P 2.0520 -0.4450 0.2710
C 0.2877 -0.1286 0.1954
P -1.0820 -0.6492 1.1855
N -1.9580 0.6680 1.2452
Si -2.9869 1.5438 2.3101
C -4.6229 1.8103 1.4609
C -3.2983 0.6627 3.9346
C -2.2039 3.2073 2.6276
C -2.0228 -1.9338 0.3079
C -1.7402 -2.2420 -1.0222
C -2.5567 -3.1200 -1.7250
C -3.6581 -3.6921 -1.1023
C -3.9543 -3.3767 0.2205
C -3.1421 -2.4962 0.9233
C -0.6676 -1.3045 2.8225
C -0.2330 -0.3651 3.7620
C 0.0683 -0.7557 5.0571
C -0.0490 -2.0900 5.4218
C -0.4607 -3.0340 4.4893
C -0.7715 -2.6436 3.1940
C 2.3968 -2.2325 0.4370
C 3.7400 -2.5779 0.6167
C 4.1216 -3.9069 0.7220
C 3.1653 -4.9138 0.6480
C 1.8305 -4.5853 0.4657
C 1.4509 -3.2501 0.3591
C 2.5830 0.2257 1.8815
C 2.8811 -0.5506 2.9982
C 3.3358 0.0518 4.1674
C 3.4663 1.4313 4.2361
C 3.1565 2.2173 3.1281
C 2.7283 1.6166 1.9526
H 5.2596 0.9057 -3.8078
H 4.6379 2.0437 -2.5948
H 3.5436 1.3684 -3.8337
H 4.0647 -2.1552 -3.6921
H 2.4930 -1.3186 -3.6935
H 2.8790 -2.4850 -2.4084
H 6.4181 -0.7184 -2.0590
H 5.6257 -1.8904 -0.9999
H 5.8938 -0.2232 -0.4383
H -5.0685 0.8577 1.1498
H -4.4799 2.4292 0.5672
H -5.3380 2.3188 2.1246
H -3.3544 -0.4254 3.8028
H -4.2517 1.0011 4.3632
H -2.5084 0.8661 4.6645
H -2.2456 3.8127 1.7119
H -1.1511 3.1017 2.9174
H -2.7256 3.7595 3.4227
H -0.8815 -1.7912 -1.5091
H -2.3324 -3.3544 -2.7597
H -4.2903 -4.3845 -1.6469
H -4.8181 -3.8178 0.7045
H -3.3893 -2.2239 1.9450
H -0.1456 0.6768 3.4701
H 0.4041 -0.0215 5.7809
H 0.1792 -2.3966 6.4350
H -0.5459 -4.0754 4.7740
H -1.0921 -3.3857 2.4748
H 4.4845 -1.7923 0.6834
H 5.1671 -4.1598 0.8590
H 3.4637 -5.9536 0.7254
H 1.0803 -5.3661 0.4014
H 0.4165 -3.0151 0.1857
H 2.7586 -1.6270 2.9621
H 3.5798 -0.5597 5.0296
H 3.8131 1.8977 5.1528
H 3.2675 3.2953 3.1801
H 2.5229 2.2062 1.0641
C 1.4657 3.8153 -1.4564
N 0.6258 3.9903 -2.6348
C 0.1744 5.1993 -3.1297
C -0.7111 4.9049 -4.1038
N -0.8025 3.5318 -4.2059
B -1.8142 2.8029 -5.1523
N -2.6047 1.6810 -4.3630
C -3.0666 0.5539 -5.0132
C -3.7827 -0.1828 -4.1381
N -3.7421 0.4961 -2.9354
C -4.4017 0.0917 -1.6972
C -3.0254 1.6401 -3.0896
S -2.6760 2.7123 -1.7675
C 0.0473 2.9783 -3.3268
S 0.3441 1.3042 -3.0332
H 2.0718 4.7089 -1.3216
H 2.0914 2.9424 -1.5689
H 0.8430 3.6651 -0.5731
H 0.5078 6.1462 -2.7322
H -1.3136 5.5579 -4.7150
H -1.2310 2.2516 -6.0617
H -2.6038 3.6438 -5.5309
H -2.8309 0.3732 -6.0494
H -4.2963 -1.1259 -4.2474
H -4.8688 -0.8784 -1.8581
H -5.1551 0.8232 -1.4161
H -3.6810 0.0191 -0.8847
```

Output
* multiplicity: 3
* molar mass: 992.90 g/mol
* electronic energy: -4063.4648 hartree
* ⟨S²⟩: 2.0122
* E_LUMO (alpha / beta): 0.4641 / -1.1920 eV
* E_HOMO (alpha / beta): -6.51 / -7.89 eV


One molecule with the formula C3H8N2O in a non-equilibrium geometry, computed with ωB97M-V with the def2-TZVPD basis set.

Structure (XYZ):
```
14
Properties=species:S:1:pos:R:3
C -0.5638 1.2696 1.2820
C -0.4093 0.1526 0.5728
C -0.1099 -1.1921 1.0640
N -0.2444 0.1564 -0.9664
N 0.7310 1.0016 -1.4802
O -0.4129 -1.0066 -1.7122
H -0.5799 1.2671 2.3653
H -0.6430 2.2229 0.7679
H -0.8641 -1.9223 0.7634
H 0.8989 -1.5279 0.8098
H -0.1525 -1.0533 2.2363
H 0.3538 1.5341 -2.2638
H 1.5728 0.5791 -1.8670
H 0.4233 -1.4812 -1.5721
```

Output
* molar mass: 88.11 g/mol
* electronic energy: -303.7180 hartree
* E_LUMO: 0.8529 eV
* E_HOMO: -8.38 eV


One molecule with the formula C24H29N3O6S, computed with ωB97M-V with the def2-TZVPD basis set.

Structure (XYZ):
```
63
Properties=species:S:1:pos:R:3
C -8.4837 0.0413 2.8496
C -7.2480 0.6872 2.2442
O -6.6882 -0.2386 1.3306
C -5.5676 0.0859 0.6623
C -4.8904 1.2860 0.7773
C -3.7327 1.5119 0.0318
N -3.0460 2.6968 0.1169
C -1.9147 2.9764 -0.5826
S -1.2433 4.4720 -0.4076
N -1.4223 2.0022 -1.4029
C -0.1779 2.2523 -2.1289
C 1.0142 1.8226 -1.3121
C 1.7443 2.7456 -0.5742
C 2.8114 2.3304 0.1995
C 3.1809 0.9898 0.2327
C 4.3366 0.5972 1.0888
O 4.5976 1.1515 2.1374
N 5.0567 -0.4582 0.6153
C 6.2882 -0.8624 1.2424
C 7.5056 -0.3605 0.4454
O 7.4811 -0.7630 -0.9046
C 7.5842 -2.1587 -1.1236
O 8.6518 -0.7904 1.1139
C 9.8366 -0.1405 0.6989
C 2.4462 0.0642 -0.5026
C 1.3693 0.4787 -1.2629
C -2.0332 0.7614 -1.6007
O -1.5567 -0.0441 -2.3745
C -3.2493 0.5306 -0.8302
C -3.9350 -0.6846 -0.9499
C -5.0804 -0.9207 -0.2240
O -5.8204 -2.0519 -0.2647
C -5.4100 -3.1003 -1.1233
C -6.4157 -4.2309 -0.9770
H -8.9465 0.7208 3.5594
H -8.2083 -0.8772 3.3598
H -9.1966 -0.1994 2.0663
H -6.5190 0.9265 3.0304
H -7.5201 1.6140 1.7205
H -5.2412 2.0626 1.4378
H -3.3824 3.4364 0.7196
H -0.1287 3.3189 -2.3546
H -0.2329 1.6699 -3.0516
H 1.4711 3.7893 -0.5980
H 3.3748 3.0382 0.7883
H 4.9408 -0.7223 -0.3512
H 6.3160 -0.4184 2.2389
H 6.3341 -1.9507 1.3313
H 7.4709 0.7402 0.3831
H 8.3223 -2.6048 -0.4528
H 7.9067 -2.2789 -2.1564
H 6.6204 -2.6600 -0.9863
H 10.0062 -0.2722 -0.3738
H 10.6468 -0.5990 1.2612
H 9.7874 0.9303 0.9239
H 2.6946 -0.9865 -0.4599
H 0.7923 -0.2415 -1.8235
H -3.5247 -1.4129 -1.6296
H -4.4049 -3.4436 -0.8429
H -5.3820 -2.7454 -2.1624
H -6.4417 -4.5724 0.0539
H -6.1370 -5.0592 -1.6220
H -7.4075 -3.8820 -1.2502
```

Output
* molar mass: 487.58 g/mol
* electronic energy: -1945.8838 hartree
* E_LUMO: 0.4388 eV
* E_HOMO: -7.99 eV


Question: The highest electronic energy belongs to which entry?
Answer: C3H8N2O


Question: Which of these has the highest electronic energy?
Answer: C3H8N2O


Question: molar mass of number 1 (C2H3NOS2)?
Answer: 121.19 g/mol